{
  "formula": "C16H30MnO5PS6",
  "method": "ωB97M-V/def2-TZVPD",
  "elements": ["Mn", "C", "C", "C", "O", "H", "H", "H", "H", "H", "H", "O", "S", "O", "O", "O", "C", "C", "C", "P", "C", "C", "C", "C", "C", "C", "H", "H", "H", "H", "H", "H", "H", "H", "H", "H", "H", "H", "H", "H", "H", "H", "H", "H", "H", "H", "H", "C", "S", "C", "C", "S", "S", "C", "S", "S", "H", "H", "H"],
  "coordinates": [[-0.18, -0.03, 0.19], [1.52, 1.75, 2.56], [0.83, 2.38, 1.39], [1.55, 3.47, 0.65], [-0.26, 2.00, 0.99], [1.56, 2.49, 3.36], [2.54, 1.51, 2.29], [0.99, 0.86, 2.88], [2.22, 4.04, 1.29], [0.84, 4.12, 0.14], [2.14, 2.94, -0.10], [0.65, -1.45, -1.07], [1.87, -0.72, -0.55], [3.14, -1.22, -0.99], [1.55, 0.71, -0.92], [1.62, -0.71, 0.95], [-1.20, 1.26, -2.94], [-2.34, 0.32, -2.57], [-3.63, 0.77, -3.26], [-2.35, 0.02, -0.73], [-3.53, 1.19, 0.09], [-3.16, 2.64, -0.22], [-5.03, 0.95, -0.06], [-3.11, -1.66, -0.53], [-2.07, -2.78, -0.61], [-4.25, -2.01, -1.49], [-1.08, 1.29, -4.03], [-0.25, 0.95, -2.50], [-1.41, 2.28, -2.61], [-2.08, -0.68, -2.96], [-3.90, 1.78, -2.97], [-4.48, 0.12, -3.06], [-3.48, 0.78, -4.34], [-3.28, 0.99, 1.15], [-3.41, 2.90, -1.25], [-2.11, 2.83, -0.06], [-3.74, 3.30, 0.43], [-5.36, 1.04, -1.10], [-5.57, 1.69, 0.52], [-5.32, -0.03, 0.31], [-3.51, -1.64, 0.49], [-1.69, -2.89, -1.62], [-2.54, -3.72, -0.32], [-1.21, -2.61, 0.04], [-3.89, -2.11, -2.51], [-5.07, -1.29, -1.49], [-4.67, -2.98, -1.21], [-3.82, -1.33, 4.66], [-4.06, -2.38, 3.22], [-2.42, -2.97, 3.00], [-1.36, -2.23, 2.61], [-1.36, -0.54, 2.26], [0.15, -3.12, 2.50], [-0.43, -4.67, 2.99], [0.53, -6.00, 3.17], [-2.12, -4.65, 3.36], [-4.77, -0.84, 4.86], [-3.07, -0.57, 4.45], [-3.53, -1.91, 5.53]],
  "mulliken_spin": [1.01, 0.00, 0.01, 0.00, -0.01, 0.00, 0.00, 0.00, 0.00, 0.00, 0.00, 0.00, 0.00, 0.00, 0.01, -0.01, 0.00, -0.01, 0.00, -0.03, 0.01, 0.00, 0.00, -0.01, 0.01, 0.00, 0.00, 0.00, 0.00, 0.00, 0.00, 0.00, 0.00, 0.00, 0.00, 0.00, 0.00, 0.00, 0.00, 0.00, 0.00, 0.00, 0.00, 0.00, 0.00, 0.00, 0.00, 0.00, 0.00, 0.00, 0.02, -0.02, 0.00, 0.00, 0.00, 0.00, 0.00, 0.00, 0.00],
  "lumo_energy_ha": [0.0896, 0.0896],
  "total_charge": -1,
  "e_above_lowest_kcal_mol": 1.0,
  "multiplicity": 2
}